[1]
{
  "formula": "C9H8N2O5STi",
  "method": "ωB97M-V/def2-TZVPD",
  "elements": ["O", "C", "Ti", "O", "C", "C", "O", "C", "O", "C", "O", "S", "C", "N", "C", "C", "C", "N", "H", "H", "H", "H", "H", "H", "H", "H"],
  "xyz": [[0.09191, -3.20518, -4.90348], [0.16093, -2.44827, -4.04787], [0.34092, -0.78331, -2.25604], [-0.34136, 1.33462, -4.66175], [-0.11352, 0.52648, -3.85885], [0.75583, -2.45446, -1.01836], [0.98825, -3.36790, -0.33810], [2.36622, -0.78529, -2.88102], [3.48985, -0.69740, -3.15707], [-1.73430, -1.14400, -2.00551], [-2.87211, -1.32256, -1.85952], [0.78268, 1.11452, -1.00109], [0.15312, 0.77522, 0.60093], [0.95533, 0.26449, 1.53987], [0.79426, 0.62671, 2.95347], [-0.68345, 0.70416, 3.27034], [-1.40736, 1.59899, 2.28791], [-1.08847, 1.15709, 0.92455], [1.89723, 0.05621, 1.21873], [1.27304, 1.60220, 3.13179], [1.30835, -0.13073, 3.55079], [-0.81779, 1.09146, 4.28003], [-1.11884, -0.29670, 3.24796], [-1.08122, 2.64363, 2.41348], [-2.49322, 1.55373, 2.40496], [-1.60626, 1.58630, 0.16384]],
  "forces_ev_per_a": [[0.2522, 2.8288, 3.2160], [-0.2473, -2.7892, -3.1767], [0.2477, 0.9812, 0.5908], [1.1437, -4.1478, 4.0269], [-1.5304, 5.1160, -5.2504], [1.6066, -6.0714, 4.4436], [-1.1944, 4.6840, -3.4728], [7.0537, 0.4180, -1.7775], [-5.5627, -0.4774, 1.3278], [-7.3356, -1.1464, 0.8502], [5.6822, 0.8918, -0.7248], [-0.0084, -0.6298, -0.9000], [-0.9810, -0.5227, 2.1876], [0.4384, 0.8264, -1.7939], [-0.1206, 0.0826, 0.8261], [-0.2469, -0.3557, 0.2830], [-0.2706, 0.1619, 0.7701], [1.2849, 0.4547, -1.5392], [-0.0501, 0.0397, 0.2856], [0.0584, -0.3250, -0.1684], [-0.1212, 0.1379, -0.0782], [0.0073, -0.0062, -0.0250], [-0.0198, 0.0058, 0.0691], [-0.1846, -0.2306, -0.2352], [0.2024, -0.0057, 0.0255], [-0.1039, 0.0790, 0.2396]],
  "total_charge": 3,
  "spin_multiplicity": 2,
  "homo_energy_ev": [-20.801, -20.816],
  "total_energy_ha": -2079.99444,
  "e_lumo_ev": [-14.50, -14.54],
  "s_squared": 0.766
}

[2]
{
  "formula": "C9H8N2Se",
  "method": "ωB97M-V/def2-TZVPD",
  "elements": ["C", "C", "C", "C", "C", "C", "C", "C", "C", "N", "N", "Se", "H", "H", "H", "H", "H", "H", "H", "H"],
  "xyz": [[2.64762, 0.28902, 3.39731], [1.69645, 3.22914, 1.20774], [2.26704, 2.60812, 2.31907], [0.87327, 2.62974, 0.30252], [2.13188, 1.24018, 2.53774], [1.00453, 0.47929, 1.20475], [-1.64706, -3.18013, -1.59804], [-0.53529, -2.64494, -1.11322], [-0.59567, -1.36045, -0.29788], [3.09080, -0.58970, 3.99971], [0.64191, 1.28776, 0.30014], [0.70354, -1.29776, 1.10355], [2.17281, 4.22686, 0.82408], [3.01623, 3.11937, 2.89591], [0.58286, 3.17462, -0.54267], [-1.66182, -4.16088, -1.87456], [-2.63409, -2.75854, -1.51324], [0.48859, -3.08684, -1.18180], [-0.47260, -0.35896, -0.89942], [-1.62340, -1.32534, 0.16860]],
  "forces_ev_per_a": [[0.7088, -0.3513, 0.6251], [0.6932, 2.5647, -1.9861], [0.8907, -3.1704, 0.6794], [1.7695, -0.9957, 1.4920], [-3.8327, 0.3235, -4.3515], [3.2485, 3.7797, 2.6993], [0.3989, 1.2694, 1.2065], [0.7545, 0.8270, 0.6619], [-1.6894, 1.9024, -1.4582], [-0.1269, 0.0664, 0.0890], [-1.3395, 0.3488, -0.3614], [0.4016, -2.0615, 0.9681], [-1.3713, -1.5937, 1.3285], [0.0112, 0.3437, 0.3464], [-0.6584, 0.5061, -1.1300], [0.2363, -2.4475, -1.4994], [-0.0340, 0.5177, 0.2479], [-1.1475, -0.0071, -0.1341], [-0.0577, -1.9971, 0.9882], [1.1440, 0.1748, -0.4116]],
  "total_charge": 0,
  "homo_energy_ev": -8.430,
  "total_energy_ha": -2858.53635,
  "e_lumo_ev": -0.57,
  "e_above_lowest_ev": 1.469
}

[3]
{
  "formula": "C9H8N2Si",
  "method": "ωB97M-V/def2-TZVPD",
  "elements": ["C", "C", "C", "C", "C", "C", "C", "C", "C", "N", "N", "Si", "H", "H", "H", "H", "H", "H", "H", "H"],
  "xyz": [[3.10597, -1.43901, 0.73213], [2.10670, 1.71860, 0.53147], [-2.82637, -0.67752, 1.19604], [-2.73261, -0.60348, -0.21443], [-1.65274, -0.49999, 2.02419], [-1.52456, -0.24553, -0.80391], [-0.45455, -0.11039, 1.35171], [-0.39318, -0.02881, -0.02833], [1.69115, 0.77514, -2.35192], [3.74626, -2.29975, 1.15389], [2.56161, 2.65013, 1.00581], [1.29659, 0.42438, -0.52968], [-3.72831, -0.47739, 1.81066], [-3.59598, -0.81359, -0.92805], [-1.69019, -0.57407, 3.11569], [-1.66151, -0.15012, -1.86885], [0.44743, 0.09122, 1.99273], [2.61984, 1.08497, -2.77453], [1.71510, -0.25463, -2.62975], [0.96936, 1.42985, -2.78487]],
  "forces_ev_per_a": [[-2.0349, 1.7344, -1.6134], [-1.0398, -1.3001, -0.7509], [1.2386, 1.5420, 1.6504], [-0.8295, -0.1576, 0.2328], [-0.0532, 0.5483, -2.5418], [-1.3277, -0.8306, -0.0441], [-0.5815, -1.0759, 2.5933], [0.8128, 0.4331, -0.1281], [0.3120, -0.9506, 1.7094], [0.2809, -0.2596, 0.2358], [0.5612, 1.0270, 0.6482], [2.5026, 0.4612, 0.1286], [0.0112, -1.2545, -1.0170], [1.0220, 0.5289, 1.4331], [-0.1027, 0.1562, -0.5407], [1.0456, 0.0992, -0.3262], [-0.8849, -0.2645, -0.8095], [1.1169, 0.6275, 0.7888], [-0.9408, -0.9348, -1.2783], [-1.1089, -0.1295, -0.3704]],
  "total_charge": 0,
  "homo_energy_ev": -10.156,
  "total_energy_ha": -746.62918,
  "e_lumo_ev": -1.74,
  "e_above_lowest_ev": 1.003
}

[4]
{
  "formula": "C9H8N3O8ReSbSe4",
  "method": "ωB97M-V/def2-TZVPD",
  "elements": ["Re", "Se", "Sb", "Se", "Se", "Se", "N", "C", "C", "O", "O", "H", "H", "H", "H", "H", "O", "C", "O", "C", "C", "C", "C", "C", "C", "N", "O", "O", "N", "O", "O", "H", "H", "H"],
  "xyz": [[1.85210, -1.25706, 0.15891], [2.97134, 1.53066, 11.92737], [4.39134, -0.18994, 11.57382], [2.11536, -1.11596, 2.30215], [3.05162, 0.44659, -0.76513], [5.83151, -1.91190, 11.31944], [0.64227, -5.21819, -2.17526], [2.00458, -4.80384, -1.69660], [1.92539, -3.47917, -0.98538], [0.81047, -2.92243, -0.74615], [2.96578, -2.88480, -0.59761], [0.53524, -6.23722, -2.16518], [0.46096, -4.90421, -3.13337], [-0.08965, -4.80998, -1.57968], [2.69116, -4.74188, -2.53974], [2.38573, -5.55401, -1.00299], [1.55842, 1.62809, -0.95387], [0.41358, 1.11717, -0.72731], [0.28996, -0.10551, -0.32174], [-0.77959, 1.92226, -0.92485], [-2.02740, 1.36519, -0.63824], [-3.14647, 2.14023, -0.83181], [-3.08140, 3.44254, -1.29441], [-1.82641, 3.95877, -1.56588], [-0.66946, 3.23435, -1.39411], [-1.71803, 5.35498, -2.06397], [-0.59857, 5.76249, -2.27644], [-2.75186, 5.95651, -2.21061], [-4.47209, 1.54546, -0.52750], [-4.47047, 0.39240, -0.14965], [-5.43375, 2.25309, -0.68034], [-2.13892, 0.35626, -0.27087], [-3.97468, 4.03599, -1.43889], [0.28194, 3.69304, -1.62411]],
  "forces_ev_per_a": [[-0.0339, 0.0508, -0.1393], [0.0133, -0.0135, -0.0079], [0.0350, 0.0177, 0.1569], [-0.0341, -0.0307, -0.0231], [-0.0117, -0.0263, 0.0022], [-0.0105, 0.0158, 0.0017], [0.0007, 0.0007, 0.0007], [0.0005, 0.0008, -0.0013], [0.0064, 0.0016, -0.0107], [0.0104, 0.0132, 0.0117], [0.0043, -0.0031, -0.0205], [0.0054, -0.0012, -0.0133], [-0.0053, 0.0130, 0.0051], [-0.0004, -0.0126, 0.0072], [0.0037, -0.0131, 0.0018], [-0.0062, 0.0061, 0.0111], [-0.0139, -0.0107, -0.0091], [0.0055, 0.0285, 0.0311], [0.0239, -0.0304, 0.0062], [0.0015, -0.0095, -0.0062], [0.0006, -0.0020, 0.0008], [-0.0008, 0.0013, 0.0015], [0.0013, -0.0021, 0.0001], [0.0010, 0.0004, -0.0022], [-0.0020, 0.0028, 0.0002], [0.0009, 0.0019, 0.0025], [-0.0011, 0.0001, -0.0014], [0.0037, 0.0015, 0.0002], [-0.0007, -0.0006, -0.0006], [0.0000, 0.0014, -0.0010], [0.0012, -0.0012, -0.0010], [-0.0004, 0.0004, -0.0018], [0.0003, 0.0002, -0.0006], [0.0012, -0.0012, -0.0010]],
  "total_charge": 3,
  "homo_energy_ev": -16.873,
  "total_energy_ha": -11037.05139,
  "e_lumo_ev": -9.54,
  "e_above_lowest_ev": 0.000
}

[5]
{
  "formula": "C9H8NO3",
  "method": "ωB97M-V/def2-TZVPD",
  "elements": ["C", "C", "C", "C", "C", "C", "C", "C", "C", "N", "O", "O", "O", "H", "H", "H", "H", "H", "H", "H", "H"],
  "xyz": [[2.53759, 0.51340, -0.50535], [2.26956, 0.39333, 0.85330], [1.48240, 0.60922, -1.41919], [0.97285, 0.41345, 1.37168], [0.13094, 0.60257, -0.87149], [-0.14145, 0.52165, 0.49829], [-3.16216, -0.29394, -0.73624], [-2.16564, -0.71088, 0.03403], [-1.51516, 0.23599, 0.97233], [-2.45212, 1.44829, 0.99894], [-2.00745, 2.48517, 0.55234], [-3.61251, 0.86363, -0.43365], [-1.58956, -2.03780, 0.02626], [3.57425, 0.50436, -0.84128], [3.08479, 0.26179, 1.52926], [1.67216, 0.59706, -2.47333], [0.73087, 0.39845, 2.36802], [-0.76940, 0.73779, -1.44400], [-3.47668, -0.71923, -1.67087], [-1.42881, -0.15332, 2.05735], [-1.40750, -2.33110, 1.04309]],
  "forces_ev_per_a": [[-0.4613, -0.1813, -0.4485], [-0.6860, 0.2303, 0.3735], [-1.9712, -0.1331, 2.2705], [-0.3370, 0.4572, -3.4874], [1.6765, 0.6491, -0.3162], [2.6868, -0.7469, -0.3468], [0.2111, 0.7224, 0.3111], [1.3676, -3.0528, 1.3338], [-0.5490, 0.1882, 0.3978], [-0.6133, 0.3560, 1.7199], [0.8747, 0.3090, -0.1414], [-1.3390, 1.0670, -1.0196], [0.5612, -0.4113, 2.9203], [-0.2159, -0.0760, -0.0154], [0.5376, 0.0484, 0.4115], [-0.1081, 0.2429, -0.3926], [-0.0226, -0.3280, 2.5079], [0.1207, -0.2572, -0.7818], [-0.3838, -0.9738, -0.3261], [-0.4827, 0.6156, -1.3017], [-0.8662, 1.2743, -3.6686]],
  "total_charge": -1,
  "smiles": "O=N[C@@H](/C(O)=C\\[O-])c1ccccc1",
  "homo_energy_ev": -2.811,
  "total_energy_ha": -628.09799,
  "e_lumo_ev": 3.47,
  "e_above_lowest_ev": 4.138
}

[6]
{
  "formula": "C9H8NO5",
  "method": "ωB97M-V/def2-TZVPD",
  "elements": ["C", "C", "C", "C", "C", "C", "C", "C", "C", "N", "O", "O", "O", "O", "O", "H", "H", "H", "H", "H", "H", "H", "H"],
  "xyz": [[1.18118, 2.44214, -0.33353], [0.11414, 2.45935, -1.13537], [1.60105, 1.30318, 0.32542], [-0.82269, 1.35609, -1.11531], [0.86380, 0.20790, 0.19625], [-0.42758, 0.29171, -0.31068], [-1.23213, -0.76625, 4.48112], [-1.74043, -2.92327, 0.90569], [-1.46049, -0.72387, -0.01943], [-0.82477, -0.69889, 2.99263], [-2.42190, -0.87956, 4.59752], [-0.31088, -0.82887, 5.27100], [-1.00285, 0.34901, 2.33251], [-2.62398, -0.45197, 0.02462], [-0.92268, -1.98054, 0.21666], [1.91894, 3.25028, -0.33815], [-0.21378, 3.26591, -1.78050], [2.59047, 1.34634, 0.70702], [-1.87849, 1.28836, -1.53502], [1.39828, -0.61556, 0.66368], [-1.85465, -2.71688, 1.90551], [-1.20700, -3.80735, 0.74756], [-2.65173, -3.03706, 0.35891]],
  "forces_ev_per_a": [[2.3350, 1.4933, -0.0108], [-3.9761, -0.8842, -1.5822], [0.5306, 1.8456, -1.2238], [0.5750, 0.1870, 1.1513], [0.4654, -1.7945, 1.4415], [-0.4998, -0.4086, -1.4361], [0.9729, 0.5816, -0.7021], [0.1306, 0.2807, -2.7749], [0.8035, -1.5070, 0.4391], [-0.1474, 1.8793, -1.5428], [-2.5539, -0.2337, -0.1575], [1.4281, 0.1543, 0.2779], [0.2291, -2.3534, 2.6899], [-0.5509, -0.4465, -0.1284], [-0.2285, 1.9647, -0.0416], [-0.5734, 0.1958, -0.0351], [0.5704, 0.4135, 0.2012], [0.5616, -0.4028, 0.7119], [1.7290, 0.5771, 0.4088], [-1.2961, -0.7720, -0.1196], [-0.3529, 0.7450, 2.2270], [0.8230, -1.6174, 0.1835], [-0.9752, 0.1021, 0.0226]],
  "total_charge": -1,
  "homo_energy_ev": -4.075,
  "total_energy_ha": -778.67339,
  "e_lumo_ev": 3.18,
  "e_above_lowest_ev": 0.558
}